Here is a structure of composition C18H38LiNO3P from OMol25. Energies are from the ωB97M-V functional and the def2-TZVPD basis.

Structure (XYZ):
```
62
Properties=species:S:1:pos:R:3:forces:R:3:lowdin_charge:R:1
C -2.835 1.888 2.912 0.199 0.880 -0.508 -0.142
C -1.889 2.851 1.965 0.203 -1.127 -0.755 -0.275
C -0.271 2.639 2.200 -0.691 0.694 -0.601 -0.202
C 0.470 3.914 1.432 0.759 -0.301 0.456 -0.210
C 1.920 3.509 0.780 -0.239 -0.110 -0.035 -0.215
C 1.745 2.707 -0.643 0.849 0.319 0.055 -0.216
C 1.056 3.602 -1.846 0.046 -0.347 -0.818 -0.193
C -0.273 2.853 -2.528 0.653 1.282 -0.796 -0.187
C 0.128 1.369 -3.096 -0.872 -0.691 -0.176 -0.215
C -0.978 0.186 -2.755 0.914 -0.724 -0.025 -0.286
C -1.315 0.018 -1.159 -0.869 1.244 -0.042 -0.186
C -2.408 -1.150 -0.797 0.335 -0.296 0.715 -0.192
C -2.195 -2.571 -1.587 -0.943 -0.990 0.728 -0.210
C -1.257 -3.666 -0.752 -0.632 -0.087 -1.273 -0.207
C 0.354 -3.395 -0.891 0.340 -0.982 0.834 -0.139
C 1.094 -3.859 0.535 0.033 0.407 0.499 -0.608
N 0.423 -5.056 1.183 0.515 1.207 0.491 0.037
O 2.525 -4.061 0.228 0.596 -0.233 3.349 -0.112
C 3.353 -4.095 1.443 6.352 2.699 -0.826 -0.150
O 4.592 -3.546 1.420 -8.521 -3.692 -0.152 -0.042
P 0.785 -2.363 1.743 -0.932 1.317 0.137 0.939
C 2.005 -0.985 1.139 0.772 -0.432 -0.369 -0.274
O 1.137 -2.805 3.391 0.377 1.255 -1.143 -0.374
H -2.653 2.225 4.029 -0.574 -1.024 -2.224 0.086
H -3.947 2.077 2.588 2.081 -0.375 0.906 0.076
H -2.613 0.738 2.732 -0.247 2.469 0.530 0.077
H -2.105 2.534 0.837 0.446 0.775 2.210 0.084
H -2.155 3.995 2.028 0.440 -2.318 0.199 0.117
H 0.091 1.602 1.750 -0.835 2.127 0.911 0.088
H -0.043 2.640 3.355 -0.301 0.066 -2.347 0.120
H 0.617 4.742 2.247 -0.218 -1.459 -1.655 0.118
H -0.176 4.381 0.571 0.946 -1.068 1.719 0.101
H 2.554 4.477 0.574 -1.207 -1.882 0.442 0.118
H 2.521 2.815 1.533 -1.225 1.501 -1.588 0.121
H 2.850 2.451 -1.014 -2.456 0.258 0.883 0.125
H 1.161 1.697 -0.446 1.119 2.095 -0.526 0.072
H 0.809 4.716 -1.524 0.321 -2.501 -0.522 0.122
H 1.832 3.707 -2.747 -1.586 -0.232 2.023 0.120
H -0.560 3.519 -3.477 0.496 -1.444 2.089 0.122
H -1.204 2.884 -1.821 1.895 -0.415 -1.232 0.106
H 0.182 1.414 -4.285 0.198 0.203 2.033 0.086
H 1.166 0.960 -2.739 -1.961 1.037 -0.552 0.130
H -1.958 0.276 -3.428 1.354 0.156 1.665 0.104
H -0.456 -0.833 -3.092 -0.919 1.647 0.662 0.083
H -1.808 1.049 -0.812 1.176 -2.222 -0.733 0.103
H -0.301 -0.055 -0.559 -2.058 -0.167 -1.364 0.095
H -3.528 -0.757 -0.901 2.572 -0.733 -0.122 0.127
H -2.279 -1.379 0.366 -0.231 0.501 -2.498 0.112
H -3.272 -3.083 -1.642 2.335 1.132 0.021 0.124
H -1.833 -2.476 -2.697 -0.579 -0.035 2.035 0.086
H -1.476 -4.736 -1.234 0.484 2.362 1.216 0.128
H -1.669 -3.683 0.343 1.100 0.090 -2.062 0.102
H 0.821 -4.117 -1.715 -1.008 1.711 1.684 0.141
H 0.625 -2.269 -1.132 -0.561 -2.296 0.534 0.097
H -0.141 -4.674 1.997 0.920 -0.965 -1.218 0.072
H 1.107 -5.745 1.566 -0.669 0.959 -0.535 0.090
H 3.017 -4.630 2.454 0.146 1.199 -2.473 0.173
H 2.465 -1.389 0.120 -0.655 1.017 2.216 0.066
H 1.362 -0.031 0.917 1.343 -1.798 0.627 -0.013
H 2.848 -0.776 1.942 -1.680 -0.365 -1.856 0.080
H 0.952 -2.008 3.974 0.195 -1.416 -1.141 0.072
Li -0.967 -0.243 -4.974 0.164 0.117 0.300 0.829
```
Forces are in eV/Å.

charge = +1
E_LUMO = -4.630 eV
Kohn-Sham gap = 5.94 eV

***

Here is a cluster of 6 separate species, C18H38N2O12S4 in total from OMol25. Energies are from the ωB97M-V functional and the def2-TZVPD basis.

Structure (XYZ):
```
74
Properties=species:S:1:pos:R:3:forces:R:3:lowdin_charge:R:1
C -12.450 23.855 -25.734 0.255 0.680 -0.449 0.047
N -11.823 23.681 -24.417 -0.715 -1.254 1.138 -0.438
O -10.636 23.878 -24.262 -0.171 0.136 -0.349 0.064
O -12.589 23.322 -23.534 0.497 0.192 0.049 0.058
H -12.336 24.932 -25.856 -0.240 -0.048 -0.632 0.110
H -13.496 23.550 -25.697 0.327 0.081 0.164 0.103
H -11.887 23.303 -26.487 0.048 0.176 0.158 0.105
C -9.875 24.193 -20.974 0.510 -1.613 -0.769 0.029
N -10.363 25.435 -21.583 -2.402 -0.228 1.844 -0.443
O -9.591 26.053 -22.236 1.046 1.104 -1.095 0.078
O -11.555 25.735 -21.394 1.461 -0.392 -0.333 0.045
H -8.802 24.204 -20.787 -0.212 0.696 0.449 0.093
H -9.904 23.519 -21.831 -0.349 -0.291 -0.062 0.090
H -10.476 23.734 -20.189 0.048 0.704 -0.063 0.063
O -6.629 29.848 -20.362 -0.336 0.878 -2.242 -0.368
S -6.832 30.187 -21.791 -1.449 -0.667 0.671 0.752
O -7.826 31.179 -22.245 1.541 -1.085 0.899 -0.360
C -5.182 30.520 -22.569 -0.677 -1.005 1.147 -0.211
C -4.951 29.242 -23.363 0.282 -0.100 -1.646 -0.230
C -6.328 28.725 -23.924 0.573 1.137 -0.141 -0.227
C -7.259 28.588 -22.729 1.339 0.473 0.095 -0.200
H -4.500 30.576 -21.720 -0.070 0.250 -0.063 0.096
H -5.179 31.446 -23.143 -0.306 -0.222 0.001 0.106
H -4.279 29.515 -24.177 -0.214 0.012 -0.433 0.106
H -4.334 28.487 -22.876 -0.586 -0.099 0.677 0.113
H -6.253 27.876 -24.604 0.102 -0.302 0.483 0.112
H -6.703 29.528 -24.558 -0.084 0.174 -0.124 0.109
H -6.907 27.713 -22.183 -0.314 0.231 0.562 0.095
H -8.328 28.529 -22.937 0.169 0.291 0.128 0.095
O -14.577 19.210 -20.236 0.558 1.194 0.972 -0.353
S -14.081 20.362 -19.478 -0.191 1.307 0.818 0.731
O -13.503 20.221 -18.124 -0.324 -0.312 -1.752 -0.370
C -13.012 21.477 -20.528 -0.247 -0.426 2.256 -0.178
C -13.057 22.793 -19.627 0.434 -0.871 -2.309 -0.219
C -14.534 23.080 -19.459 -1.100 -0.752 1.108 -0.214
C -15.358 21.751 -19.305 1.359 -0.761 -0.985 -0.181
H -13.562 21.499 -21.469 0.132 0.469 -0.004 0.091
H -12.040 21.000 -20.649 -0.012 0.162 0.074 0.089
H -12.462 22.714 -18.718 -0.257 -0.405 -0.080 0.096
H -12.634 23.594 -20.233 0.111 0.086 0.111 0.078
H -14.890 23.680 -20.296 -0.111 -0.120 0.080 0.115
H -14.732 23.602 -18.523 0.172 0.469 -0.225 0.108
H -15.967 21.500 -20.173 -0.490 0.411 0.263 0.085
H -15.873 21.703 -18.346 0.004 -0.374 -0.289 0.095
O -7.817 20.988 -17.814 -1.467 -0.298 -0.572 -0.333
S -9.192 21.486 -17.780 -0.714 2.217 1.037 0.727
O -10.040 21.714 -18.977 1.657 -0.660 1.276 -0.372
C -10.193 20.675 -16.463 1.269 0.205 -0.472 -0.185
C -10.008 21.491 -15.120 -1.296 0.090 -2.071 -0.186
C -9.023 22.671 -15.289 1.124 -0.849 -0.816 -0.189
C -8.986 23.072 -16.838 -0.702 -0.800 0.777 -0.188
H -9.704 19.700 -16.480 -0.335 -0.230 0.473 0.095
H -11.217 20.607 -16.829 0.085 -0.008 0.027 0.078
H -10.959 22.010 -14.997 -0.324 -0.573 0.456 0.105
H -9.844 20.744 -14.343 0.254 0.632 0.261 0.113
H -8.080 22.307 -14.883 0.457 0.333 -0.580 0.104
H -9.305 23.495 -14.633 -0.153 0.105 -0.361 0.104
H -8.109 23.529 -17.296 0.202 -0.027 0.594 0.091
H -9.840 23.719 -17.038 -0.131 -0.114 -0.142 0.091
O -3.770 20.383 -21.313 -2.781 -0.997 0.054 -0.372
S -5.258 20.200 -21.301 1.272 1.580 1.028 0.755
O -5.946 19.075 -20.651 1.251 1.093 -1.391 -0.344
C -5.958 21.760 -20.598 -0.387 -1.086 -0.379 -0.234
C -5.932 22.739 -21.771 0.089 -1.048 -0.226 -0.203
C -6.498 21.961 -23.034 -0.207 0.666 1.284 -0.195
C -5.810 20.591 -23.026 0.103 -0.335 -0.262 -0.213
H -5.423 22.038 -19.690 0.284 -0.017 -0.292 0.109
H -6.955 21.449 -20.286 -0.194 0.179 -0.086 0.074
H -6.459 23.657 -21.512 0.044 0.011 -0.321 0.097
H -4.868 22.919 -21.929 -0.017 0.527 -0.246 0.108
H -6.366 22.518 -23.961 0.587 -0.113 0.019 0.107
H -7.585 21.906 -22.976 -0.083 -0.371 0.414 0.100
H -4.907 20.665 -23.632 0.157 -0.239 0.289 0.097
H -6.395 19.752 -23.401 -0.158 0.141 0.121 0.098
```
Forces are in eV/Å.

E_LUMO = -0.283 eV
structure (SMILES) = C[N+](=O)[O-].C[N+](=O)[O-].O=S1(=O)CCCC1.O=S1(=O)CCCC1.O=S1(=O)CCCC1.O=S1(=O)CCCC1
Kohn-Sham gap = 9.60 eV

***

Here is a structure of composition C18H38N2O2RuSSi2Te5 from OMol25. Energies are from the ωB97M-V functional and the def2-TZVPD basis.

Structure (XYZ):
```
69
Properties=species:S:1:pos:R:3:forces:R:3:lowdin_charge:R:1
Ru -0.957 2.616 2.525 -0.248 0.179 -0.233 0.536
C -5.202 4.249 1.484 0.005 0.020 0.006 0.032
C -4.036 3.312 1.382 0.026 -0.030 0.040 -0.543
O -2.899 3.684 1.693 -0.096 -0.044 -0.076 -0.188
N -4.281 2.070 0.936 -0.002 0.063 -0.059 0.098
C -3.221 1.103 0.702 0.004 -0.096 0.062 -0.126
C -2.225 1.581 -0.321 -0.036 0.006 -0.056 -0.307
C -2.490 1.429 -1.672 -0.003 0.019 0.020 -0.017
C -1.590 1.923 -2.603 0.011 0.002 -0.006 -0.042
C -0.435 2.526 -2.142 -0.016 -0.023 0.005 -0.052
C -0.233 2.605 -0.776 0.099 0.100 -0.008 -0.189
N -1.109 2.170 0.127 0.020 -0.176 0.017 0.021
H -5.041 5.082 0.799 0.004 -0.003 0.000 0.102
H -5.230 4.654 2.495 -0.002 -0.009 0.003 0.095
H -6.152 3.772 1.259 -0.005 0.008 -0.009 0.086
H -5.221 1.832 0.669 -0.011 -0.002 0.049 0.149
H -3.691 0.183 0.357 0.007 -0.003 0.006 0.137
H -2.714 0.869 1.644 -0.008 0.017 -0.004 0.051
H -3.397 0.930 -1.987 -0.002 0.002 0.000 0.124
H -1.781 1.821 -3.663 0.000 0.003 -0.001 0.121
H 0.312 2.916 -2.819 0.002 -0.006 -0.001 0.115
H 0.676 3.036 -0.384 0.042 0.044 -0.028 0.009
Te -1.930 4.295 4.675 0.167 0.142 -0.038 0.201
Te 0.722 3.600 4.684 0.068 -0.008 0.131 0.142
Te 1.333 4.096 2.122 0.011 0.118 0.125 0.222
Te -2.809 1.793 4.641 -0.022 -0.123 0.115 0.169
C 0.278 -5.333 -2.905 -0.044 0.111 0.025 -0.178
Si -0.324 -3.660 -2.313 -0.006 -0.053 -0.048 0.381
C -1.853 -3.862 -1.238 0.089 0.025 -0.050 -0.189
C -0.716 -2.541 -3.769 0.005 -0.068 0.073 -0.186
C 1.048 -2.859 -1.291 -0.069 -0.035 -0.002 -0.587
Te 0.452 -0.938 -0.579 0.068 0.036 -0.071 1.233
C 2.309 -0.431 0.370 0.031 -0.052 -0.015 -0.591
Si 3.695 0.148 -0.779 0.044 -0.045 -0.036 0.412
C 5.309 0.056 0.176 -0.107 0.000 -0.047 -0.179
C 3.342 1.924 -1.273 0.000 -0.095 0.046 -0.171
C 3.820 -0.901 -2.331 0.044 0.089 0.097 -0.190
H -0.487 -5.834 -3.502 -0.003 0.000 0.002 0.034
H 0.524 -5.986 -2.065 -0.008 0.006 0.008 0.033
H 1.172 -5.236 -3.524 -0.002 0.013 -0.003 0.034
H -2.679 -4.285 -1.814 0.005 -0.013 -0.002 0.034
H -2.187 -2.905 -0.828 0.006 0.007 -0.014 0.002
H -1.656 -4.533 -0.398 0.002 -0.003 0.001 0.033
H -1.446 -3.010 -4.432 0.000 -0.003 0.001 0.035
H 0.180 -2.329 -4.357 0.007 -0.008 0.004 0.036
H -1.128 -1.583 -3.441 0.006 -0.004 0.013 0.004
H 1.944 -2.737 -1.900 -0.029 -0.012 0.003 -0.015
H 1.300 -3.480 -0.430 -0.016 -0.002 0.005 0.014
H 2.604 -1.302 0.962 0.036 -0.016 -0.030 0.003
H 2.056 0.367 1.076 -0.020 0.008 -0.018 -0.018
H 5.286 0.676 1.075 -0.016 0.018 -0.009 0.031
H 6.143 0.397 -0.441 0.004 0.003 0.006 0.035
H 5.524 -0.970 0.484 0.001 -0.004 -0.007 0.032
H 3.055 2.513 -0.398 0.003 0.046 0.001 -0.003
H 2.539 1.969 -2.011 -0.043 0.016 0.009 0.017
H 4.227 2.388 -1.712 -0.001 -0.009 -0.014 0.040
H 4.190 -1.906 -2.118 -0.012 -0.009 -0.003 0.036
H 4.521 -0.433 -3.026 0.022 -0.016 0.017 0.039
H 2.859 -0.983 -2.843 -0.003 0.037 0.003 0.011
C 1.720 -0.420 4.320 -0.126 -0.054 0.035 -0.226
S 0.000 -0.422 3.808 0.247 0.008 0.119 0.793
C -0.017 -2.034 3.028 -0.022 0.137 -0.049 -0.254
O -0.033 0.600 2.674 -0.093 -0.290 -0.135 -0.774
H 1.888 -1.274 4.977 0.004 0.023 0.006 0.070
H 1.895 0.505 4.862 0.007 0.017 0.008 0.025
H 2.352 -0.473 3.435 -0.026 -0.013 -0.027 0.056
H 0.085 -2.778 3.818 -0.006 0.009 0.019 0.069
H 0.787 -2.105 2.299 0.010 -0.001 0.005 0.022
H -0.975 -2.146 2.526 -0.006 -0.006 0.013 0.053
```
Forces are in eV/Å.

charge = +1
2S+1 = 6
E_LUMO (alpha / beta) = -3.297 / -4.440 eV
Kohn-Sham gap (alpha / beta) = 6.19 / 5.43 eV

***

Here is a structure of composition C18H38OP2Sr from OMol25. Energies are from the ωB97M-V functional and the def2-TZVPD basis.

Structure (XYZ):
```
60
Properties=species:S:1:pos:R:3:forces:R:3:lowdin_charge:R:1
P 0.686 -1.786 -2.057 -0.683 1.629 0.483 0.845
P 1.490 2.663 -1.830 -0.411 -0.477 -0.919 0.926
C 0.737 -0.206 -2.964 0.354 -0.110 -0.614 -0.417
C 1.731 0.816 -2.368 -0.071 0.139 1.249 -0.368
H -0.191 0.185 -3.402 0.489 -0.219 0.098 -0.033
H 1.221 -0.496 -3.890 -0.267 -0.232 0.203 0.021
H 1.996 0.404 -1.378 0.570 0.219 -0.464 0.027
H 2.617 0.853 -3.037 -0.323 -0.074 0.688 0.073
C -0.301 3.043 -2.077 -0.649 -0.218 0.195 -0.319
H -0.841 3.024 -1.123 0.088 0.002 -0.241 0.017
H -0.743 2.307 -2.767 0.090 0.426 0.448 -0.050
H -0.451 4.005 -2.596 0.249 -0.242 0.390 0.060
C 2.087 3.482 -3.386 0.479 0.220 0.318 -0.317
H 1.271 3.822 -4.048 0.546 -0.285 0.180 0.036
H 2.788 2.790 -3.884 -0.299 0.532 -0.072 0.030
H 2.657 4.352 -3.018 -0.158 -0.179 -0.513 0.026
C -0.476 -3.033 -2.572 -0.201 -1.256 -0.574 -0.232
H -0.373 -3.924 -1.925 0.181 0.367 -0.033 0.071
H -0.311 -3.359 -3.608 0.116 0.228 0.241 0.046
H -1.537 -2.723 -2.492 0.528 0.296 0.090 0.000
C 2.390 -2.297 -2.184 0.506 -0.615 -0.080 -0.166
H 3.027 -1.403 -2.114 -0.236 -0.350 0.124 0.062
H 2.569 -2.763 -3.167 -0.133 0.106 0.338 0.076
H 2.638 -3.007 -1.386 0.062 0.140 -0.248 0.067
Sr -2.039 0.220 -2.057 -1.257 0.612 1.688 1.029
C -0.482 1.444 -4.929 0.892 1.096 0.106 -0.217
C -1.821 1.236 -4.824 -0.009 -0.012 -0.522 -0.262
C -2.551 0.735 -6.033 -0.765 -0.032 -0.130 -0.221
C -1.967 -0.577 -6.563 -0.328 0.871 -0.060 -0.203
C -1.223 -1.364 -5.520 -0.967 -0.529 -0.357 -0.188
C 0.102 -1.534 -5.658 1.330 -0.848 0.054 -0.189
C 1.062 -0.408 -5.991 -0.309 -0.849 -1.098 -0.213
C 0.399 0.994 -6.054 1.152 0.046 -0.526 -0.174
C 0.300 -1.332 -0.358 0.574 -0.444 0.933 -0.241
H 0.089 2.085 -4.251 -0.582 -0.299 -0.283 0.042
H -2.427 1.745 -4.076 0.143 0.362 -0.179 0.034
H -2.483 1.494 -6.821 -0.047 0.162 -0.090 0.108
H -3.620 0.621 -5.829 0.132 -0.027 0.157 0.099
H -2.771 -1.182 -7.006 0.092 -0.167 0.301 0.112
H -1.304 -0.373 -7.416 -0.118 -0.149 0.373 0.102
H -1.837 -1.964 -4.837 0.112 -0.512 -0.696 0.063
H 0.524 -2.575 -5.665 0.021 0.845 1.008 0.103
H 1.587 -0.636 -6.936 -0.146 0.318 0.013 0.112
H 1.911 -0.419 -5.275 -0.247 0.161 -0.263 0.087
H 1.249 1.694 -6.094 -0.229 -0.022 0.008 0.109
H -0.065 1.097 -7.036 -0.183 0.019 0.152 0.102
H 0.530 -0.283 -0.120 -0.111 -0.458 -0.596 0.007
H 0.939 -1.935 0.307 -0.106 -0.031 -0.088 0.071
H -0.734 -1.467 -0.010 0.260 -0.104 -0.489 0.052
C -1.992 0.909 2.539 -0.048 -0.179 0.254 -0.083
C -1.087 1.443 1.447 -0.665 0.189 -1.801 -0.591
C 0.371 1.105 1.704 0.267 -0.338 0.560 -0.093
O -1.521 0.988 0.150 0.460 -0.034 0.379 -0.570
H -1.860 -0.176 2.612 -0.187 -0.012 -0.045 0.073
H -3.042 1.137 2.325 0.225 -0.114 -0.050 0.076
H -1.748 1.325 3.525 0.038 0.047 -0.136 0.073
H -1.160 2.545 1.458 -0.019 -0.016 0.064 0.120
H 0.515 0.012 1.703 -0.025 0.382 0.134 0.056
H 1.047 1.564 0.965 -0.221 -0.094 0.189 0.050
H 0.665 1.434 2.711 0.038 0.115 -0.249 0.083
```
Forces are in eV/Å.

E_LUMO (alpha / beta) = 0.051 / 0.168 eV
Kohn-Sham gap (alpha / beta) = 3.66 / 3.79 eV